# 1
Below is the ion C13H19N2 with charge +1 at a distorted geometry, with properties calculated with ωB97M-V/def2-TZVPD.

Computed properties:
Spin multiplicity: 1
E_LUMO (alpha / beta), eV: -4.365 / -4.365
Kohn-Sham gap (alpha / beta), eV: 7.518 / 7.520
HOMO energy (alpha / beta), eV: -11.883 / -11.884
Strongest force on any atom, eV/A: 4.953
SMILES string: CC(C)N/C=C\[N+](C)=C/c1ccccc1
Total charge: +1

Element x y z (Å)
1 C -2.83036 1.68668 -0.32472
2 C -1.36907 1.72737 0.25102
3 C -0.34646 2.54828 -0.44895
4 N -0.73897 0.37232 0.21391
5 C -1.21182 -0.59828 1.05196
6 C -0.98770 -1.94942 0.87636
7 N -0.12570 -2.57680 0.01446
8 C -0.59242 -3.92471 -0.32756
9 C 0.96864 -2.04698 -0.49549
10 C 1.75461 -0.88775 -0.08653
11 C 2.56653 -0.27862 -1.02381
12 C 3.42205 0.69592 -0.74499
13 C 3.54397 1.18634 0.57827
14 C 2.64969 0.74301 1.53869
15 C 1.76472 -0.33241 1.19605
16 H -2.72189 1.25315 -1.24520
17 H -3.44251 1.06090 0.28137
18 H -3.06424 2.72316 -0.55410
19 H -1.59213 1.90577 1.23519
20 H 0.74643 2.18143 -0.25360
21 H -0.34074 3.67413 -0.14491
22 H -0.44724 2.72129 -1.55690
23 H -0.59497 0.13106 -0.75545
24 H -1.81924 -0.43808 1.97832
25 H -1.64932 -2.51606 1.45841
26 H -1.45938 -3.75285 -0.81410
27 H 0.23362 -4.35200 -0.79946
28 H -0.69387 -4.61056 0.50668
29 H 1.29321 -2.77401 -1.32038
30 H 2.45787 -0.61126 -2.02840
31 H 3.97970 1.06770 -1.64004
32 H 4.13040 1.94967 0.92713
33 H 2.43655 1.02082 2.54550
34 H 1.20678 -0.64093 1.94588

What are the Mulliken partial charges on each atom? They are as follows, in elementary charge units: -1.4230 -0.0699 -0.9259 -0.0088 -0.3401 -0.5119 0.0379 -1.0595 -0.1575 0.3349 -0.3632 -0.5871 -0.5432 -0.6567 -0.0886 0.3964 0.3916 0.3973 0.4507 0.1068 0.3564 0.3332 0.3859 0.3399 0.4082 0.4629 0.3153 0.3654 0.3265 0.4274 0.3380 0.4678 0.4135 0.6795

# 2
Below is a structure of composition C13H19N3O4 at a distorted geometry, with properties calculated with ωB97M-V/def2-TZVPD.

Computed properties:
Spin multiplicity: 1
E_LUMO, eV: -1.675
Kohn-Sham gap, eV: 6.750
HOMO energy, eV: -8.426
Strongest force on any atom, eV/A: 18.271

Element x y z (Å)
1 C 4.49493 4.43091 -2.07998
2 H 4.95144 4.24281 -1.13478
3 C 3.23810 3.39517 -2.00742
4 C 3.59607 2.01021 -1.88231
5 C 2.38239 1.01882 -2.16412
6 C 1.39045 1.44782 -0.92909
7 C 0.28116 0.48643 -0.88953
8 C 0.88231 -1.12895 -0.21606
9 C 1.11571 -0.87204 1.25845
10 O 1.99085 -0.42167 1.78487
11 N 0.07512 -1.08064 2.25212
12 N -1.04312 -1.61792 1.63508
13 C -2.24325 -1.88064 2.24688
14 C -3.38291 -2.35477 2.03857
15 C -3.76475 -2.75427 0.57851
16 C -5.10486 -3.01919 0.76136
17 C -5.53053 -3.07859 2.00461
18 N -6.59653 -3.44858 2.76113
19 O -6.60597 -3.56185 4.08628
20 O -7.46380 -3.88542 2.17297
21 O -4.30890 -2.70342 2.75669
22 H -5.65961 -3.34537 0.08366
23 H -3.18103 -2.49291 -0.11763
24 H -2.08887 -1.49233 3.61485
25 H 0.22516 -1.15302 3.13715
26 H 0.01810 -1.86784 -0.27175
27 H 1.66045 -1.29749 -0.76658
28 H -0.47955 0.55022 -0.14324
29 H 0.01677 0.19142 -1.85451
30 H 0.85694 2.37449 -1.01417
31 H 1.97670 1.32063 0.17977
32 H 2.02170 1.15037 -3.02403
33 H 2.79708 0.08249 -1.83801
34 H 4.05453 1.97984 -0.99390
35 H 4.38727 1.76712 -2.65781
36 H 2.68699 3.84641 -1.15695
37 H 2.84030 3.44544 -3.15076
38 H 4.23299 5.64555 -2.18367
39 H 5.28016 4.07075 -2.87666

What are the Mulliken partial charges on each atom? They are as follows, in elementary charge units: -1.2149 0.3750 -0.0310 -1.0776 -1.0016 0.0602 -1.1705 -1.1328 0.4522 -0.4924 -0.1644 0.1298 -0.0292 0.6136 -0.8725 -0.7234 0.0106 0.8564 -0.5730 -0.5367 -0.3003 0.7060 0.6126 0.0604 0.1629 0.2347 0.8209 0.4710 0.4247 0.3560 0.0904 0.7189 0.2583 0.5279 0.4101 0.2756 0.1437 0.2591 0.2892

The records above give, respectively, energy relative to the best compared isomer or geometry (same formula, charge and spin) values of 75.38, 410.62 kcal per mole.